[1]
Computed, not measured: a cluster of 12 separate species, C52H74O39 in total in a non-equilibrium geometry, with ωB97M-V/def2-TZVPD.

The SMILES is CCOC(=O)CCCC1=C(CCCCCCCCOC)C(=O)OC1=O.O=C1OCCO1.O=C1OCCO1.O=C1OCCO1.O=C1OCCO1.O=C1OCCO1.O=C1OCCO1.O=C1OCCO1.O=C1OCCO1.O=C1OCCO1.O=C1OCCO1.O=C1OCCO1. As for the LUMO energy: -0.0566 hartree. The calculation puts the frontier orbital gap at 8.06 eV. As for the HOMO energy: -9.60 eV. The energy above the lowest of the compared OMol25 structures with the same formula, charge and spin comes out at 755.2 kJ/mol. The total energy is -4959.86596 Eh.

Structure (XYZ):
```
165
C52H74O39 (ωB97M-V/def2-TZVPD)
C -3.13696 -1.69797 5.55857
C -1.91468 -2.16139 4.53069
O -1.24082 -0.93432 4.07054
C -2.22371 -0.02742 3.39228
O -2.84086 -0.39317 2.24259
C -2.46697 1.42904 4.11091
C -4.04132 1.76438 4.46116
C -4.52310 3.24908 3.86164
C -5.45022 2.87859 2.52126
C -6.95578 2.84476 2.48984
C -8.04118 3.17728 3.67503
C -9.52078 2.59621 3.19379
C -10.69118 2.80314 4.33196
C -11.99804 1.84847 3.90959
C -13.24223 2.03408 4.95827
C -14.32614 0.80800 4.98893
C -14.17324 -0.29762 3.79018
C -13.22908 -1.56304 4.30409
O -13.64399 -2.77301 3.51879
C -12.65888 -3.05181 2.45705
C -7.19851 2.37667 0.92918
O -8.28587 2.39569 0.15237
O -5.97862 1.81602 0.31989
C -4.87169 2.49917 1.03343
O -3.64845 2.81514 0.59457
H -2.86896 -0.67310 6.09622
H -3.25868 -2.49289 6.43865
H -4.13245 -1.50430 4.97034
H -2.40766 -2.64906 3.55951
H -1.15223 -2.91500 5.04663
H -1.87999 1.51829 5.14265
H -2.06953 2.25190 3.38002
H -4.68068 0.90846 3.92921
H -4.24082 1.66138 5.61124
H -3.56806 3.88175 3.59173
H -5.16676 3.73070 4.72989
H -8.12834 4.36438 3.72688
H -7.73386 2.80867 4.74573
H -9.82328 3.17979 2.20455
H -9.41092 1.44325 3.01729
H -10.29345 2.55044 5.41715
H -10.97788 3.95753 4.32267
H -11.59031 0.75730 3.80121
H -12.36932 2.30444 2.87059
H -12.77576 2.14898 6.04596
H -13.82767 3.04765 4.76231
H -14.37041 0.26192 6.04480
H -15.40065 1.30654 4.85745
H -13.86281 0.13163 2.74706
H -15.25863 -0.77022 3.63552
H -12.07151 -1.33646 4.17504
H -13.46507 -1.85427 5.43776
H -12.95393 -4.01022 1.84566
H -12.72811 -2.14190 1.69664
H -11.57882 -3.17275 2.89215
O -16.00184 -2.21894 -0.12782
C -16.09202 -3.39785 0.17171
O -17.26882 -4.08405 0.25969
C -16.93710 -5.45225 0.40441
C -15.55601 -5.41245 0.97363
O -15.02858 -4.20255 0.46365
H -17.64645 -5.95508 1.06745
H -16.97001 -5.93001 -0.58035
H -15.55593 -5.36501 2.06773
H -14.94980 -6.26480 0.65479
O 1.65916 -2.00803 -2.19277
C 0.57234 -1.96179 -1.64108
O -0.21487 -3.04938 -1.39426
C -1.26474 -2.61410 -0.55090
C -1.34184 -1.14762 -0.82744
O -0.01548 -0.81483 -1.19096
H -2.19645 -3.13296 -0.79245
H -0.99594 -2.83019 0.48839
H -2.00733 -0.91456 -1.66535
H -1.65928 -0.57513 0.04843
O 7.65916 -3.40803 -4.81277
C 6.57234 -3.36179 -4.26108
O 5.78513 -4.44938 -4.01426
C 4.73526 -4.01410 -3.17090
C 4.65816 -2.54762 -3.44744
O 5.98452 -2.21483 -3.81096
H 3.80355 -4.53296 -3.41245
H 5.00406 -4.23019 -2.13161
H 3.99267 -2.31456 -4.28535
H 4.34072 -1.97513 -2.57157
O 10.99622 -0.95766 -0.11588
C 10.29898 -0.86187 -1.11206
O 8.95589 -0.61849 -1.09365
C 8.56715 -0.35679 -2.42907
C 9.62594 -1.03728 -3.23461
O 10.76062 -0.98523 -2.39086
H 7.56980 -0.75835 -2.62826
H 8.55289 0.72667 -2.58718
H 9.38577 -2.08579 -3.44016
H 9.82227 -0.52554 -4.18078
O 17.54411 -1.49592 0.95880
C 16.46424 -1.11410 0.53954
O 16.28109 0.01426 -0.20661
C 14.94712 -0.01681 -0.67831
C 14.25312 -0.89497 0.31175
O 15.28107 -1.75958 0.75659
H 14.52359 0.99079 -0.70999
H 14.93929 -0.43830 -1.68893
H 13.86674 -0.33419 1.16938
H 13.43517 -1.46416 -0.13841
O -2.71076 2.29206 7.80265
C -2.63685 3.48585 7.56372
O -3.31402 4.11538 6.55943
C -3.14017 5.50621 6.75521
C -1.87654 5.58601 7.54884
O -1.86491 4.36616 8.26574
H -3.06320 6.02603 5.79630
H -4.00385 5.89664 7.30358
H -0.98582 5.63133 6.91333
H -1.86834 6.43849 8.23358
O 13.25236 0.48725 -5.81951
C 13.16219 -0.69166 -5.51997
O 11.98539 -1.37786 -5.43200
C 12.31711 -2.74606 -5.28728
C 13.69820 -2.70625 -4.71806
O 14.22563 -1.49635 -5.22803
H 11.60776 -3.24889 -4.62424
H 12.28420 -3.22381 -6.27204
H 13.69828 -2.65881 -3.62396
H 14.30441 -3.55861 -5.03690
O 8.32674 3.26549 -3.88682
C 9.37817 3.43377 -4.48168
O 10.50245 3.97179 -3.92489
C 11.55126 3.78805 -4.85719
C 10.83303 3.66001 -6.16131
O 9.58315 3.10925 -5.79176
H 12.23742 4.63927 -4.84150
H 12.10389 2.88031 -4.59316
H 10.66415 4.62913 -6.64254
H 11.35530 3.00189 -6.86114
O -12.59029 3.04111 -4.80513
C -11.57671 3.02942 -4.12674
O -11.54802 2.77301 -2.78626
C -10.18742 2.62963 -2.42413
C -9.46649 3.38994 -3.48958
O -10.32310 3.27222 -4.60961
H -10.00674 3.03836 -1.42616
H -9.93188 1.56483 -2.42445
H -9.35201 4.45048 -3.24172
H -8.48180 2.96774 -3.70820
O 3.65812 4.23045 0.94807
C 4.37866 3.93845 0.00826
O 4.19238 2.85370 -0.79926
C 5.08700 2.99249 -1.88707
C 6.15886 3.87802 -1.33941
O 5.47732 4.65393 -0.37216
H 5.47144 2.01773 -2.19961
H 4.55411 3.45096 -2.72667
H 6.95480 3.31304 -0.84283
H 6.60285 4.51762 -2.10715
O 13.58750 -4.83434 -6.87463
C 14.70151 -5.32891 -6.82915
O 14.94884 -6.67025 -6.77354
C 16.34126 -6.83971 -6.96169
C 16.90767 -5.52306 -6.53909
O 15.86350 -4.61236 -6.82623
H 16.71639 -7.66844 -6.35496
H 16.53132 -7.05716 -8.01795
H 17.12427 -5.48605 -5.46624
H 17.81327 -5.26236 -7.09371
```

Atomic partial charges in e from the Mulliken method, atoms 1 to 99: C -0.6048; C -0.2189; O -0.3665; C 0.1517; O -0.5584; C -0.2122; C -0.5769; C -0.1240; C -0.4539; C 0.5699; C -0.3723; C -0.4563; C -0.6864; C 0.0157; C -0.5250; C -0.5326; C -0.3512; C -0.3111; O -0.3385; C -0.4626; C 0.1879; O -0.4847; O -0.2302; C 0.2310; O -0.5675; H 0.0638; H 0.3335; H 0.1942; H 0.1797; H 0.3289; H 0.1486; H 0.4336; H 0.3948; H 0.3389; H 0.4311; H 0.1723; H 0.2488; H 0.3510; H 0.1812; H 0.2992; H 0.3478; H 0.2646; H -0.1622; H 0.2064; H 0.1958; H 0.2952; H 0.2644; H 0.2682; H 0.2136; H 0.2742; H 0.1402; H 0.2516; H 0.0914; H 0.2241; H 0.3065; O -0.5570; C 0.6374; O -0.3065; C -0.3459; C -0.2847; O -0.2598; H 0.2945; H 0.2544; H 0.2430; H 0.3304; O -0.5700; C 0.6115; O -0.3256; C -0.2273; C -0.0066; O -0.2853; H 0.3078; H 0.2097; H 0.2420; H 0.0297; O -0.5603; C 0.5833; O -0.3176; C -0.3590; C -0.1846; O -0.2818; H 0.2824; H 0.2843; H 0.2494; H 0.3073; O -0.5860; C 0.4767; O -0.3482; C 0.3798; C -0.1403; O -0.0970; H -0.0183; H -0.0735; H 0.0704; H 0.3407; O -0.5599; C 0.6060; O -0.3395; C -0.1069


[2]
Computed, not measured: a structure of composition C52H77As2BGeN7S4W in a non-equilibrium geometry, with ωB97M-V/def2-TZVPD.

As for the LUMO energy (spin up / spin down): -0.1466 / -0.1466 hartree. The calculation puts the frontier orbital gap (spin up / spin down) at 5.89 / 5.89 eV. As for the HOMO energy (spin up / spin down): -9.88 / -9.88 eV. The total charge is +1. The total energy is -10643.99421 Eh.

Structure (XYZ):
```
145
C52H77As2BGeN7S4W (ωB97M-V/def2-TZVPD)
W -0.26910 0.36760 0.12810
C -0.43020 3.56100 -2.52670
C 0.35680 2.45080 -3.22140
C 0.73550 2.86630 -4.64100
C -0.41770 1.17300 -3.21430
C -1.25710 0.70760 -4.21900
C -1.73680 -0.51590 -3.78110
C -2.65570 -1.42460 -4.53010
C -4.10150 -0.93820 -4.39930
C -2.24720 -1.48060 -6.00260
N -1.20700 -0.74670 -2.56470
N -0.38920 0.28180 -2.20590
B -1.36740 -1.99550 -1.68330
N -2.35270 -1.77790 -0.51260
N -1.92520 -1.25640 0.67760
C -2.88070 -1.53350 1.59220
C -3.94030 -2.18530 0.96180
C -3.56720 -2.34920 -0.35720
C -4.31560 -3.12300 -1.39270
C -4.09150 -4.61750 -1.12950
C -5.81880 -2.82980 -1.36950
C -2.75850 -1.38910 3.08570
C -3.76170 -2.27980 3.81880
C -2.88260 0.03350 3.61930
N 0.00510 -2.40790 -1.12250
N 0.83150 -1.57410 -0.41500
C 1.94180 -2.29580 -0.09570
C 1.77570 -3.59290 -0.58390
C 0.56330 -3.62900 -1.24540
C 0.05070 -4.73830 -2.11250
C 0.59030 -4.51960 -3.53450
C 0.48470 -6.11020 -1.60310
C 3.27420 -1.79170 0.43000
C 3.36950 -1.26860 1.86800
C 4.33560 -2.89230 0.30820
H -1.28920 3.85400 -3.12370
H 0.19910 4.43400 -2.39140
H -0.76340 3.21750 -1.54400
H 1.27010 2.28180 -2.65310
H -0.13980 3.19230 -5.19550
H 1.19430 2.04070 -5.17670
H 1.44320 3.69050 -4.60900
H -1.47700 1.19530 -5.14470
H -2.58820 -2.43140 -4.11550
H -4.22480 -0.00060 -4.93580
H -4.36870 -0.78440 -3.35650
H -4.77910 -1.67130 -4.83020
H -2.35070 -0.50030 -6.46020
H -2.88120 -2.18250 -6.54020
H -1.21120 -1.79860 -6.09250
H -1.77630 -2.87130 -2.34660
H -4.84920 -2.51100 1.42120
H -3.92960 -2.87150 -2.38070
H -4.52620 -4.89430 -0.17200
H -3.03110 -4.85910 -1.10050
H -4.57060 -5.20080 -1.91180
H -6.26550 -3.13310 -0.42500
H -6.30360 -3.39530 -2.16360
H -6.02180 -1.77220 -1.52490
H -1.76650 -1.76140 3.35630
H -4.78130 -1.93290 3.67050
H -3.55030 -2.24050 4.88610
H -3.68540 -3.31290 3.48830
H -2.13070 0.68620 3.17340
H -2.71560 0.02820 4.69210
H -3.87300 0.43610 3.42870
H 2.43690 -4.42200 -0.46670
H -1.04070 -4.71940 -2.14340
H 1.67850 -4.52680 -3.52150
H 0.25460 -3.56960 -3.94760
H 0.24830 -5.32450 -4.18050
H 1.56290 -6.21870 -1.66730
H 0.03090 -6.88380 -2.21710
H 0.17420 -6.26020 -0.57280
H 3.56540 -0.97100 -0.23770
H 3.35310 -2.09490 2.58020
H 2.58730 -0.56380 2.13400
H 4.32070 -0.75210 1.97880
H 4.05330 -3.74520 0.92330
H 5.28910 -2.52120 0.67870
H 4.47450 -3.22160 -0.71900
S 2.11830 -0.77270 5.22070
As 0.94230 -2.57090 4.69180
S 0.39970 -2.29820 2.52320
S 0.25650 -0.15890 2.34590
S 0.09570 -0.81060 5.73650
C 2.72770 4.43200 -0.79500
Ge 3.15550 2.48370 -0.91740
C 4.76380 2.12890 0.20680
C 3.81000 2.14720 -2.78030
C 1.78570 1.11300 -0.37160
H 3.29210 4.88130 0.01550
H 1.67580 4.62940 -0.62680
H 3.02960 4.92250 -1.71430
H 5.53330 2.86310 -0.00750
H 5.17080 1.14990 -0.02890
H 4.56040 2.15340 1.27140
H 4.89460 2.14870 -2.75930
H 3.49970 2.91610 -3.47900
H 3.48450 1.18910 -3.17370
H 2.28770 0.76840 0.55310
H 2.06400 0.35020 -1.13090
C -4.85680 4.03560 3.16460
C -3.69230 4.67210 3.56330
C -2.46570 4.22810 3.10440
C -2.38150 3.11560 2.26460
C -3.55650 2.47080 1.89910
C -4.78880 2.93470 2.33250
As -0.60780 2.62300 1.48470
C 0.55720 2.73150 3.08720
C 1.93510 2.80740 2.87500
C 2.81960 2.77330 3.93870
C 2.33460 2.64070 5.23030
C 0.97060 2.54550 5.44980
C 0.08230 2.57710 4.38670
C -0.41790 4.57330 0.94070
C 0.59780 5.41560 1.38220
C 0.61370 6.74990 1.00460
C -0.38540 7.26580 0.19840
C -1.42850 6.44640 -0.20640
C -1.43960 5.11220 0.15940
H -5.81280 4.39580 3.50390
H -3.74610 5.52210 4.22360
H -1.55150 4.74270 3.38120
H -3.51060 1.58260 1.27930
H -5.69050 2.43490 2.00790
H 2.30590 2.89750 1.85600
H 3.88590 2.84280 3.77250
H 3.02060 2.59390 6.06240
H 0.60000 2.43820 6.45880
H -0.98390 2.47180 4.56720
H 1.38550 5.03120 2.01680
H 1.41470 7.38640 1.34670
H -0.36130 8.30520 -0.09300
H -2.23890 6.84560 -0.79850
H -2.26370 4.47010 -0.14350
C -5.12870 1.98310 -2.25030
C -3.87790 2.38410 -1.47110
C -3.06760 1.24860 -0.98730
N -1.97250 1.10280 -0.47680
H -5.74500 2.86170 -2.43150
H -5.71600 1.25940 -1.69060
H -4.86650 1.54070 -3.20730
H -4.18120 2.94880 -0.57930
H -3.24950 3.04030 -2.08490
```

Atomic partial charges in e from the Mulliken method, atoms 1 to 99: W 1.7980; C -0.9615; C 2.9004; C -2.0820; C -0.5764; C -1.3431; C 0.2732; C 0.8256; C -1.4779; C -1.6643; N 0.7025; N -0.4701; B 0.3138; N 0.8176; N 0.7222; C -0.1926; C -0.8941; C 0.0587; C 1.5159; C -1.6206; C -1.7534; C 2.2697; C -2.0697; C -0.9687; N 0.8525; N 0.1647; C -0.7492; C -0.7539; C -0.0812; C 1.1588; C -1.4876; C -1.8791; C 2.1669; C -0.6294; C -2.1049; H 0.6300; H 0.6026; H -0.6458; H -2.0483; H 0.3953; H 0.4344; H 0.5111; H 0.4982; H 0.0738; H 0.4175; H 0.0937; H 0.4552; H 0.3258; H 0.4702; H 0.3528; H -0.5881; H 0.6541; H -0.9395; H 0.3614; H 0.2652; H 0.4564; H 0.3472; H 0.4743; H 0.2696; H -1.1470; H 0.3822; H 0.4998; H 0.4618; H -0.2271; H 0.6787; H 0.3443; H 0.6154; H -0.7738; H 0.3359; H 0.2739; H 0.4415; H 0.3610; H 0.4613; H 0.4174; H -0.4041; H 0.4472; H -0.4801; H 0.3681; H 0.4342; H 0.4654; H 0.4380; S -0.0942; As 0.4958; S -0.3272; S -0.6106; S -0.1252; C -1.0104; Ge 1.4596; C -1.3816; C -1.5184; C -0.5346; H 0.4689; H -0.2883; H 0.5920; H 0.4637; H 0.3784; H 0.2004; H 0.5023; H 0.3775